[1]
{"formula": "C11H18F9I2LuO2P2", "method": "the ωB97M-V functional and the def2-TZVPD basis", "homo_lumo_gap_ha": 0.273, "charge": 2, "relative_energy_kcal_mol": 0.0, "symbols": ["I", "I", "Lu", "P", "C", "C", "H", "H", "H", "H", "H", "H", "C", "H", "H", "H", "P", "C", "C", "H", "H", "H", "C", "H", "H", "H", "H", "H", "H", "C", "O", "F", "C", "F", "F", "C", "O", "C", "F", "F", "F", "C", "F", "F", "F"], "xyz": [[0.342, -0.949, -5.615], [-0.368, 1.611, -4.763], [0.016, -0.573, -0.497], [-2.586, -0.253, -1.179], [-3.520, 1.238, -0.699], [-3.156, -0.837, -2.811], [-4.241, -1.006, -2.856], [-4.199, -1.690, -0.037], [-2.641, -1.784, -3.044], [-2.615, -2.522, -0.187], [-3.257, 2.050, -1.394], [-2.855, -0.105, -3.578], [-3.111, -1.557, 0.036], [-4.610, 1.100, -0.709], [-2.863, -1.264, 1.071], [-3.217, 1.545, 0.315], [2.612, -0.163, -1.167], [3.493, 1.358, -0.679], [3.175, -1.449, 0.051], [2.727, -1.691, -3.034], [4.301, -0.864, -2.836], [2.895, -0.012, -3.568], [3.212, -0.730, -2.795], [2.713, -2.430, -0.173], [4.268, -1.545, -0.019], [4.588, 1.258, -0.687], [3.176, 1.653, 0.333], [2.915, -1.165, 1.085], [3.206, 2.162, -1.374], [-0.016, 1.795, -0.592], [-0.025, 2.905, -0.903], [-1.303, 1.973, 1.870], [-1.320, 1.024, 2.854], [-1.568, 1.664, 4.023], [-2.396, 0.225, 2.604], [-0.022, 0.167, 2.776], [-0.008, -0.392, 1.475], [1.263, 1.044, 2.874], [1.479, 1.695, 4.042], [2.355, 0.258, 2.650], [1.253, 1.987, 1.883], [-0.022, -1.103, 3.635], [-0.037, -0.929, 4.981], [-1.102, -1.857, 3.308], [1.072, -1.843, 3.328]]}


[2]
{"formula": "C17H25FN2O3S", "method": "the ωB97M-V functional and the def2-TZVPD basis", "homo_lumo_gap_ha": 0.364, "charge": 0, "smiles": "CCCCCNC(=O)c1cc(S(=O)(=O)N2CCCCC2)ccc1F", "relative_energy_kcal_mol": 7.2, "symbols": ["C", "C", "C", "C", "C", "N", "C", "O", "C", "C", "C", "C", "C", "C", "H", "S", "O", "O", "N", "C", "C", "C", "C", "C", "H", "H", "H", "H", "H", "H", "H", "H", "H", "H", "H", "H", "F", "H", "H", "H", "H", "H", "H", "H", "H", "H", "H", "H", "H"], "xyz": [[-3.137, -2.891, -1.529], [-3.928, -1.979, -0.599], [-3.258, -1.868, 0.769], [-4.087, -1.096, 1.797], [-4.338, 0.364, 1.411], [-3.105, 1.087, 1.201], [-2.718, 1.524, -0.014], [-3.390, 1.438, -1.018], [-1.338, 2.129, -0.012], [-1.093, 3.385, -0.561], [0.182, 3.930, -0.616], [1.249, 3.199, -0.125], [1.019, 1.949, 0.417], [-0.251, 1.415, 0.481], [-0.372, 0.431, 0.910], [2.408, 1.006, 1.050], [3.204, 1.862, 1.879], [1.885, -0.201, 1.631], [3.243, 0.750, -0.373], [2.677, -0.287, -1.211], [3.113, -1.687, -0.779], [4.637, -1.761, -0.717], [5.164, -0.676, 0.220], [4.687, 0.694, -0.260], [4.974, 1.475, 0.445], [5.106, 0.924, -1.245], [4.778, -0.843, 1.228], [6.254, -0.693, 0.256], [4.950, -2.745, -0.366], [5.053, -1.611, -1.718], [2.697, -1.889, 0.209], [2.720, -2.423, -1.482], [1.591, -0.186, -1.159], [2.997, -0.089, -2.240], [2.255, 3.584, -0.146], [0.316, 4.912, -1.041], [-2.115, 4.117, -1.019], [-2.470, 1.159, 1.980], [-4.914, 0.858, 2.201], [-4.899, 0.426, 0.477], [-5.056, -1.583, 1.923], [-3.571, -1.124, 2.760], [-3.081, -2.873, 1.160], [-2.283, -1.389, 0.651], [-4.939, -2.376, -0.475], [-4.005, -0.992, -1.056], [-3.062, -3.894, -1.115], [-3.620, -2.955, -2.501], [-2.130, -2.504, -1.674]]}


[3]
{"formula": "C10H16O", "method": "the ωB97M-V functional and the def2-TZVPD basis", "homo_lumo_gap_ha": 0.352, "charge": 0, "smiles": "CCc1ccccc1.CCO", "relative_energy_kcal_mol": 48.9, "symbols": ["C", "C", "O", "H", "H", "H", "H", "H", "H", "C", "C", "C", "C", "C", "C", "C", "C", "H", "H", "H", "H", "H", "H", "H", "H", "H", "H"], "xyz": [[-2.306, 2.958, -1.965], [-3.627, 2.741, -1.191], [-1.485, 1.849, -1.502], [-2.313, 3.018, -3.055], [-1.760, 3.831, -1.637], [-3.385, 2.046, -0.365], [-1.401, 1.158, -2.167], [-4.598, 2.397, -1.566], [-3.725, 3.666, -0.589], [2.096, 0.188, 0.368], [3.342, 0.357, 1.237], [1.287, -1.058, 0.493], [1.456, -1.858, 1.631], [0.413, -1.547, -0.499], [0.613, -2.934, 1.921], [-0.298, -2.697, -0.302], [-0.251, -3.401, 0.914], [1.318, 1.038, 0.549], [2.369, 0.339, -0.683], [3.180, 0.382, 2.329], [2.156, -1.576, 2.413], [0.426, -1.115, -1.476], [0.444, -3.317, 2.901], [-0.843, -3.232, -1.081], [-0.943, -4.208, 1.202], [3.704, 1.356, 1.009], [4.129, -0.382, 1.111]]}


[4]
{"formula": "C13H14N2O3", "method": "the ωB97M-V functional and the def2-TZVPD basis", "homo_lumo_gap_ha": 0.328, "charge": 0, "smiles": "CC(=O)NCCc1coc2ccc(C(N)=O)cc12", "relative_energy_kcal_mol": 35.2, "symbols": ["O", "O", "O", "C", "C", "C", "C", "C", "C", "C", "C", "C", "C", "N", "N", "C", "C", "C", "H", "H", "H", "H", "H", "H", "H", "H", "H", "H", "H", "H", "H", "H"], "xyz": [[-2.416, 2.816, 2.941], [-2.149, -1.945, -0.795], [3.135, 2.164, -0.150], [-1.708, 1.876, 2.529], [-1.523, -2.598, -1.579], [3.145, 0.928, -0.696], [1.952, 0.265, -0.411], [1.568, 3.405, 1.357], [0.248, 3.301, 1.950], [-0.017, 1.015, 1.025], [1.966, 2.319, 0.564], [-0.480, 2.095, 1.844], [1.219, 1.206, 0.371], [-2.268, 0.646, 2.723], [-0.361, -2.058, -2.185], [-1.763, -4.121, -1.761], [1.412, -1.059, -0.940], [0.160, -0.749, -1.863], [4.081, 0.720, -1.221], [2.045, 4.386, 1.415], [-0.191, 4.092, 2.559], [-0.472, 0.029, 0.918], [-2.215, -0.029, 2.037], [-3.108, 0.695, 3.273], [0.198, -2.642, -2.770], [-2.194, -4.191, -2.738], [-2.417, -4.384, -0.987], [-0.823, -4.692, -1.674], [2.203, -1.505, -1.547], [1.096, -1.638, -0.100], [0.301, -0.168, -2.807], [-0.624, -0.179, -1.281]]}


[5]
{"formula": "C23H41Cl4IN5O5P", "method": "the ωB97M-V functional and the def2-TZVPD basis", "homo_lumo_gap_ha": 0.322, "charge": 0, "smiles": "[H]/N=C(/N)NCCCC[C@](C#N)(CCOC=O)[C@@](I)(C#N)CCCP(=O)(OCC)OCC.ClCCCl.ClCCCl", "symbols": ["C", "C", "O", "P", "O", "C", "C", "C", "C", "I", "C", "N", "C", "C", "N", "C", "C", "C", "C", "N", "C", "N", "N", "C", "C", "O", "C", "O", "O", "C", "C", "H", "H", "H", "H", "H", "H", "H", "H", "H", "H", "H", "H", "H", "H", "H", "H", "H", "H", "H", "H", "H", "H", "H", "H", "H", "H", "H", "H", "H", "H", "H", "H", "H", "Cl", "C", "C", "Cl", "H", "H", "H", "H", "Cl", "C", "C", "Cl", "H", "H", "H", "H"], "xyz": [[1.216, 1.068, 4.210], [-0.006, 2.156, 4.187], [-1.191, 1.670, 3.496], [-1.208, 2.100, 1.851], [-0.697, 3.531, 1.553], [-0.261, 0.931, 0.712], [-1.012, -0.467, 0.393], [-0.579, -1.181, -0.972], [0.760, -2.072, -0.924], [2.529, -0.736, -0.815], [0.876, -2.726, -2.410], [0.804, -3.400, -3.419], [0.780, -3.238, 0.185], [1.226, -2.715, 1.661], [1.559, -1.974, 2.568], [1.744, -4.488, -0.133], [3.323, -4.199, -0.064], [4.076, -4.259, -1.515], [5.446, -3.373, -1.387], [6.073, -3.212, -2.742], [5.479, -2.068, -3.495], [4.833, -2.343, -4.621], [5.636, -0.662, -3.043], [-0.709, -3.888, 0.428], [-1.252, -4.735, -0.827], [-2.528, -5.411, -0.496], [-3.578, -4.446, -0.334], [-4.478, -4.264, -1.198], [-2.865, 2.071, 1.349], [-3.021, 2.965, 0.200], [-4.499, 2.742, -0.462], [1.885, 1.243, 5.143], [1.869, 1.226, 3.281], [0.775, 0.013, 4.246], [0.361, 3.187, 3.854], [-0.310, 2.272, 5.302], [0.713, 0.644, 1.281], [0.106, 1.451, -0.255], [-0.954, -1.110, 1.338], [-2.138, -0.194, 0.275], [-1.440, -1.818, -1.420], [-0.396, -0.342, -1.753], [1.523, -5.032, -1.120], [1.523, -5.271, 0.699], [3.632, -3.239, 0.476], [3.797, -5.069, 0.546], [4.387, -5.360, -1.668], [3.375, -3.856, -2.324], [6.172, -3.976, -0.734], [5.207, -2.389, -0.847], [7.060, -2.928, -2.547], [4.853, -3.360, -4.794], [5.676, -0.597, -2.015], [4.803, -0.115, -3.338], [-1.467, -3.132, 0.825], [-0.544, -4.653, 1.289], [-1.458, -3.997, -1.679], [-0.556, -5.575, -1.180], [-3.591, -3.833, 0.634], [-3.007, 4.076, 0.530], [-2.178, 2.730, -0.558], [-5.096, 1.988, 0.158], [-5.068, 3.762, -0.436], [-4.374, 2.420, -1.553], [1.958, 3.698, -0.682], [2.238, 4.728, 0.743], [3.221, 5.846, 0.458], [4.876, 5.237, 0.196], [2.580, 4.091, 1.561], [1.270, 5.149, 1.024], [3.267, 6.526, 1.311], [2.930, 6.423, -0.422], [-7.251, 5.250, 1.825], [-8.153, 6.200, 0.619], [-8.548, 5.370, -0.586], [-7.138, 4.895, -1.566], [-7.538, 7.056, 0.333], [-9.048, 6.577, 1.118], [-9.205, 5.950, -1.237], [-9.077, 4.461, -0.292]]}


Question: Which of these has the highest charge?
Answer: C11H18F9I2LuO2P2


Question: Which formula does entry 5 have?
Answer: C23H41Cl4IN5O5P


Question: charge of number 1 (C11H18F9I2LuO2P2)?
Answer: +2


Question: Number 1 is which compound?
Answer: C11H18F9I2LuO2P2